# 1
Computed, not measured: C10H15AsCoN2S5Se3Te as an isolated structure, with ωB97M-V/def2-TZVPD.

The expectation value of S² is 6.0275. The value obtained for the orbital gap (alpha / beta) is 5.452 / 3.609 eV. The value obtained for the LUMO energy (alpha / beta) is 2.20 / 0.47 eV. The value obtained for the total energy is -369572.617 eV.

```
! RIJCOSX wB97M-V def2-TZVPD def2/J DEFGRID3
* xyz -1 5
Co 0.049 -0.258 0.263
Se -2.225 -0.896 1.587
Se -3.581 -1.863 0.079
Te -3.440 -0.541 -2.115
Se -1.071 0.135 -2.320
S 2.159 0.005 -0.815
S 3.749 0.008 0.415
S 3.001 -0.027 2.465
S 1.038 -0.373 2.417
C 3.268 -3.384 -0.989
As 1.416 -3.274 -1.555
C 1.015 -5.144 -1.936
C 1.351 -2.520 -3.336
S 0.008 -2.776 -0.089
H 3.816 -4.012 -1.693
H 3.294 -3.832 0.002
H 3.710 -2.392 -0.944
H 1.737 -5.569 -2.636
H 0.015 -5.196 -2.366
H 1.020 -5.710 -1.007
H 1.864 -3.201 -4.018
H 1.813 -1.539 -3.346
H 0.305 -2.413 -3.613
N -2.111 3.230 1.206
C -1.764 2.166 0.438
N -0.503 1.852 0.551
C 0.035 2.769 1.442
C 1.341 2.942 1.888
C 1.579 3.950 2.803
C 0.555 4.789 3.259
C -0.741 4.654 2.797
C -0.976 3.640 1.879
H -3.041 3.587 1.319
H -2.472 1.690 -0.223
H 2.140 2.304 1.534
H 2.585 4.091 3.178
H 0.778 5.561 3.985
H -1.537 5.313 3.125
*
```

# 2
Computed, not measured: one molecule with the formula C9H16SSi at a distorted geometry, with ωB97M-V/def2-TZVPD.

The value obtained for the orbital gap (alpha / beta) is 5.917 / 6.300 eV. The energy above the lowest of the compared OMol25 structures with the same formula, charge and spin is 601.79 kJ/mol. The value obtained for the LUMO energy (alpha / beta) is -0.98 / -0.65 eV. The value obtained for the total energy is -28298.243 eV.

```
! RIJCOSX wB97M-V def2-TZVPD def2/J DEFGRID3
* xyz 0 1
C 0.209 -0.271 2.590
C -0.604 -1.402 2.468
C -1.247 -1.956 1.489
C 0.000 0.757 0.000
C -0.575 -2.338 3.763
C -2.001 -2.684 0.497
C -0.755 2.269 -2.631
C 1.304 0.093 -2.494
C 2.012 2.870 -1.414
Si 0.674 1.645 -1.519
S 0.576 0.973 1.510
H 0.436 -0.147 3.697
H -1.478 -2.974 3.758
H 0.374 -2.956 3.697
H -0.319 -1.732 4.629
H -2.049 -2.163 -0.386
H -1.607 -3.676 0.398
H -3.041 -2.771 0.825
H -1.763 1.909 -2.627
H -0.998 3.245 -2.226
H -0.392 2.328 -3.712
H 2.365 0.038 -2.506
H 1.019 -0.895 -2.126
H 0.973 0.413 -3.541
H 2.962 2.480 -1.794
H 1.848 3.740 -1.919
H 2.078 3.203 -0.429
*
```

# 3
Computed, not measured: C27H64N3O3RuS2Si5Te2 as an isolated structure at a distorted geometry, with ωB97M-V/def2-TZVPD.

The expectation value of S² is 8.7653. The value obtained for the orbital gap (alpha / beta) is 6.535 / 5.479 eV. The energy above the lowest of the compared OMol25 structures with the same formula, charge and spin is 94.10 kJ/mol. The value obtained for the LUMO energy (alpha / beta) is 0.08 / -2.06 eV. The value obtained for the total energy is -117876.952 eV.

```
! RIJCOSX wB97M-V def2-TZVPD def2/J DEFGRID3
* xyz 0 6
Ru -1.679 1.814 -1.760
C -1.982 5.013 -1.165
C -3.334 4.313 -0.858
N -3.238 2.893 -0.523
C -3.272 2.634 0.948
C -1.962 2.993 1.605
S -0.433 2.427 0.805
C 0.371 3.976 0.374
C 0.312 4.352 -1.121
N -1.000 4.123 -1.734
H -1.482 5.366 -0.243
H -2.093 5.875 -1.772
H -4.059 4.401 -1.621
H -3.904 4.823 -0.089
H -4.001 2.450 -0.947
H -3.590 1.580 1.074
H -4.017 3.169 1.474
H -1.977 2.579 2.645
H -1.821 4.036 1.731
H 1.436 3.929 0.758
H -0.155 4.791 0.903
H 1.007 3.703 -1.727
H 0.646 5.400 -1.214
H -0.892 4.326 -2.736
C 2.875 0.226 -2.986
S 1.063 0.029 -2.758
O 0.869 -0.946 -1.686
O 0.577 1.414 -2.379
O 0.507 -0.452 -4.012
H 3.226 0.774 -2.155
H 2.943 0.816 -3.879
H 3.049 -0.844 -2.793
C -0.991 -0.749 0.934
Te -1.747 -0.918 -1.041
C -3.730 -1.079 -0.197
H -1.290 0.266 1.212
H 0.135 -0.713 0.852
H -1.485 -1.451 1.547
H -3.717 -1.769 0.651
H -4.437 -1.476 -0.911
H -4.123 -0.161 0.165
C 2.517 -5.637 1.574
Si 1.273 -4.716 2.594
C 0.279 -5.915 3.658
C 0.037 -3.869 1.385
Si 2.310 -2.819 3.875
Te 0.498 -1.547 4.905
Si 3.722 -1.494 2.442
C 5.479 -2.038 2.739
C 3.400 -1.633 0.625
C 3.556 0.309 2.945
Si 3.674 -3.540 5.573
C 4.851 -4.958 5.035
C 4.671 -2.121 6.344
C 2.514 -4.229 6.862
H 2.149 -6.094 0.634
H 2.960 -6.420 2.095
H 3.319 -4.971 1.240
H -0.083 -6.723 3.080
H -0.623 -5.356 3.940
H 0.773 -6.223 4.597
H -0.419 -4.534 0.594
H 0.738 -3.208 0.867
H -0.619 -3.326 2.022
H 5.524 -3.126 2.759
H 5.922 -1.683 3.664
H 6.149 -1.625 1.983
H 3.250 -2.628 0.200
H 4.252 -1.211 0.074
H 2.569 -0.977 0.312
H 3.566 0.348 4.063
H 2.580 0.669 2.445
H 4.380 0.973 2.498
H 5.517 -4.703 4.154
H 4.276 -5.826 4.717
H 5.482 -5.476 5.781
H 4.973 -1.304 5.728
H 5.547 -2.590 6.949
H 4.132 -1.714 7.223
H 1.737 -4.878 6.416
H 1.843 -3.521 7.371
H 3.050 -4.843 7.596
C -5.180 1.264 -2.715
Si -3.989 0.950 -4.220
C -4.832 1.816 -5.689
C -4.040 -0.892 -4.494
N -2.457 1.550 -3.768
C -1.767 2.466 -4.612
C -0.619 2.188 -5.302
C 0.061 3.255 -5.951
C -0.324 4.566 -5.871
C -1.538 4.863 -5.221
C -2.208 3.836 -4.647
H -6.164 0.989 -3.114
H -5.288 2.310 -2.416
H -4.951 0.563 -1.883
H -5.511 1.110 -6.233
H -4.073 2.043 -6.408
H -5.364 2.718 -5.286
H -4.978 -1.310 -4.807
H -3.652 -1.354 -3.610
H -3.300 -1.122 -5.247
H -0.217 1.216 -5.303
H 0.989 3.083 -6.469
H 0.160 5.368 -6.426
H -1.918 5.882 -5.174
H -3.169 3.891 -4.061
*
```

# 4
Computed, not measured: C33H44F5N3O2Sn as an isolated structure at a distorted geometry, with ωB97M-V/def2-TZVPD.

The value obtained for the orbital gap (alpha / beta) is 4.606 / 4.604 eV. The energy above the lowest of the compared OMol25 structures with the same formula, charge and spin is 212.54 kJ/mol. The value obtained for the LUMO energy (alpha / beta) is -8.82 / -8.82 eV. The value obtained for the total energy is -62903.092 eV.

```
! RIJCOSX wB97M-V def2-TZVPD def2/J DEFGRID3
* xyz 2 1
Sn -0.370 -0.517 -0.051
C 4.543 5.124 2.978
C 3.333 4.424 3.638
C 2.236 5.460 3.886
C 3.766 3.832 4.994
C 2.893 3.305 2.733
C 1.677 3.290 2.113
C 1.221 2.126 1.463
N 0.081 1.948 0.864
C -1.028 2.680 0.761
C -1.521 3.616 1.657
C -2.736 4.246 1.427
C -3.559 3.805 0.342
C -3.209 2.824 -0.534
C -1.863 2.265 -0.402
O -1.374 1.435 -1.184
C -4.167 2.302 -1.596
C -4.465 0.827 -1.252
C -3.554 2.397 -3.008
C -5.485 3.078 -1.605
C -3.165 5.383 2.322
C -2.086 6.485 2.252
C -3.266 4.869 3.774
C -4.509 5.997 1.925
C 2.156 0.949 1.321
O 1.762 -0.049 0.717
C 3.513 1.067 1.845
C 3.807 2.194 2.533
C 4.541 -0.029 1.587
C 5.882 0.288 2.250
C 4.055 -1.390 2.121
C 4.766 -0.110 0.061
H 4.840 5.963 3.607
H 5.401 4.460 2.878
H 4.281 5.507 1.991
H 2.604 6.205 4.589
H 1.957 5.984 2.970
H 1.351 4.998 4.329
H 4.070 4.642 5.655
H 2.936 3.301 5.462
H 4.607 3.146 4.905
H 1.038 4.159 2.139
H -0.960 3.830 2.554
H -4.528 4.263 0.238
H -3.568 0.211 -1.290
H -4.904 0.744 -0.256
H -5.176 0.426 -1.974
H -2.657 1.796 -3.101
H -4.284 2.044 -3.735
H -3.310 3.433 -3.249
H -6.024 2.976 -0.662
H -5.324 4.137 -1.816
H -6.125 2.684 -2.392
H -1.122 6.141 2.627
H -1.958 6.832 1.226
H -2.406 7.328 2.863
H -2.315 4.494 4.150
H -3.577 5.696 4.412
H -4.009 4.075 3.854
H -4.495 6.369 0.900
H -5.329 5.288 2.043
H -4.717 6.846 2.574
H 4.796 2.293 2.953
H 5.790 0.357 3.335
H 6.583 -0.516 2.032
H 6.316 1.211 1.862
H 3.838 -1.329 3.189
H 3.166 -1.736 1.602
H 4.840 -2.131 1.976
H 5.116 0.848 -0.325
H 5.528 -0.861 -0.144
H 3.858 -0.394 -0.467
F -1.779 -2.488 1.811
C -0.614 -1.839 2.033
F 0.274 -2.722 2.482
C -0.858 -0.732 3.055
F -1.731 0.155 2.496
F -1.350 -1.114 4.214
F 0.284 -0.049 3.266
N 0.395 -2.031 -2.988
C 0.358 -3.216 -3.613
C 0.157 -4.183 -2.650
C 0.086 -3.485 -1.446
N 0.236 -2.175 -1.660
H 0.544 -1.124 -3.398
H 0.471 -3.301 -4.680
H 0.072 -5.244 -2.798
H -0.054 -3.867 -0.447
*
```

# 5
Computed, not measured: C2H3ClFN as an isolated structure at a distorted geometry, with ωB97M-V/def2-TZVPD.

The value obtained for the orbital gap (alpha / beta) is 7.621 / 7.620 eV. The energy above the lowest of the compared OMol25 structures with the same formula, charge and spin is 216.95 kJ/mol. The value obtained for the LUMO energy (alpha / beta) is -1.66 / -1.66 eV. The value obtained for the total energy is -18849.464 eV.

```
! RIJCOSX wB97M-V def2-TZVPD def2/J DEFGRID3
* xyz 0 1
C -0.422 -1.369 0.641
C -0.101 1.072 0.155
N -0.310 -0.059 0.588
F -0.768 2.062 0.663
Cl 1.614 1.014 -2.156
H -0.974 -1.970 -0.063
H 0.314 -1.893 1.100
H 0.645 1.143 -0.928
*
```

# 6
Computed, not measured: a 4-piece molecular cluster, C14H28N4O3PS overall at a distorted geometry, with ωB97M-V/def2-TZVPD.

The value obtained for the orbital gap is 6.496 eV. The value obtained for the LUMO energy is -4.66 eV. The value obtained for the total energy is -47187.143 eV.

```
! RIJCOSX wB97M-V def2-TZVPD def2/J DEFGRID3
* xyz 1 1
S 8.805 -0.433 0.725
P 8.192 1.150 -0.302
C 6.263 1.075 -0.229
C 5.483 2.146 0.740
C 3.831 2.032 0.824
C 3.101 0.830 -0.061
C 4.041 -0.155 -1.010
N 5.558 0.009 -1.039
H 8.619 1.111 -1.690
H 8.713 2.392 0.242
H 6.113 2.929 1.343
H 3.269 2.789 1.519
H 1.933 0.713 0.015
H 3.554 -1.016 -1.670
H 6.098 -0.669 -1.638
C -0.575 3.084 0.367
C -0.992 1.762 -0.214
O -0.191 1.005 -0.759
N -2.306 1.405 -0.125
C -3.396 2.142 0.469
H 0.500 3.224 0.217
H -1.102 3.898 -0.138
H -0.779 3.104 1.440
H -2.505 0.502 -0.539
H -3.829 1.526 1.261
H -4.149 2.314 -0.304
H -3.075 3.098 0.885
C 1.083 -2.740 -2.707
C 2.414 -3.156 -3.268
O 3.444 -2.525 -3.040
N 2.463 -4.270 -4.053
C 1.380 -5.142 -4.438
H 1.208 -1.836 -2.104
H 0.386 -2.519 -3.520
H 0.683 -3.530 -2.066
H 3.395 -4.482 -4.391
H 1.615 -6.150 -4.088
H 1.321 -5.147 -5.530
H 0.422 -4.826 -4.023
C -7.426 1.265 2.522
C -6.232 0.355 2.614
O -5.478 0.170 1.661
N -5.993 -0.277 3.798
C -6.750 -0.196 5.025
H -7.480 1.693 1.517
H -8.343 0.699 2.707
H -7.330 2.083 3.241
H -5.172 -0.871 3.778
H -6.083 0.169 5.810
H -7.088 -1.203 5.281
H -7.611 0.468 4.941
*
```

# 7
Computed, not measured: a 2-piece molecular cluster, C25H25NOS2 overall at a distorted geometry, with ωB97M-V/def2-TZVPD.

The value obtained for the orbital gap is 2.418 eV. The value obtained for the LUMO energy is -3.10 eV. The value obtained for the total energy is -51535.477 eV.

```
! RIJCOSX wB97M-V def2-TZVPD def2/J DEFGRID3
* xyz 0 1
C 0.257 -6.565 1.837
C -0.251 -6.738 0.386
C -1.364 -5.691 0.181
N -1.458 -4.892 1.431
C -2.094 -3.683 1.551
S -2.798 -2.965 0.216
S -2.135 -2.914 3.032
C -0.687 -5.556 2.514
H 0.281 -7.517 2.379
H 1.285 -6.188 1.844
H 0.559 -6.596 -0.338
H -0.632 -7.751 0.215
H -1.149 -5.010 -0.647
H -2.339 -6.148 -0.021
H -1.386 -6.030 3.210
H -0.140 -4.791 3.074
C -5.099 4.572 -3.802
C -4.125 3.699 -3.089
C -4.535 2.497 -2.527
C -3.646 1.675 -1.879
C -2.286 2.021 -1.752
C -1.424 1.079 -1.122
C -0.031 1.052 -0.907
C 0.898 2.011 -1.382
C 2.220 1.946 -1.051
C 2.725 0.893 -0.273
O 4.080 0.856 0.130
C 4.468 1.723 1.188
C 4.734 1.182 2.449
C 5.017 2.006 3.513
C 5.055 3.377 3.340
C 4.825 3.925 2.091
C 4.535 3.110 1.021
C 1.830 -0.110 0.133
C 0.502 -0.031 -0.165
C -1.901 3.278 -2.261
C -2.795 4.074 -2.936
H -4.622 5.464 -4.209
H -5.560 4.037 -4.632
H -5.895 4.897 -3.131
H -5.572 2.223 -2.603
H -3.991 0.748 -1.455
H -1.931 0.204 -0.750
H 0.591 2.760 -2.081
H 2.902 2.702 -1.398
H 4.684 0.113 2.569
H 5.213 1.580 4.483
H 5.265 4.021 4.178
H 4.883 4.992 1.951
H 4.358 3.528 0.045
H 2.221 -0.932 0.704
H -0.162 -0.812 0.162
H -0.920 3.665 -2.067
H -2.462 5.010 -3.349
*
```